{"formula": "C58H97F15O34", "method": "ωB97M-V/def2-TZVPD", "symbols": ["C", "O", "C", "C", "O", "C", "C", "O", "C", "H", "H", "H", "H", "H", "H", "H", "H", "H", "H", "H", "H", "H", "H", "C", "O", "C", "C", "O", "C", "C", "O", "C", "H", "H", "H", "H", "H", "H", "H", "H", "H", "H", "H", "H", "H", "H", "C", "O", "C", "C", "O", "C", "C", "O", "C", "H", "H", "H", "H", "H", "H", "H", "H", "H", "H", "H", "H", "H", "H", "C", "C", "O", "C", "O", "C", "F", "F", "F", "H", "H", "H", "H", "H", "C", "C", "O", "C", "O", "C", "F", "F", "F", "H", "H", "H", "H", "H", "C", "C", "O", "C", "O", "C", "F", "F", "F", "H", "H", "H", "H", "H", "C", "C", "O", "C", "O", "C", "F", "F", "F", "H", "H", "H", "H", "H", "C", "C", "O", "C", "O", "C", "F", "F", "F", "H", "H", "H", "H", "H", "C", "C", "C", "O", "C", "O", "O", "H", "H", "H", "H", "H", "H", "C", "C", "C", "O", "C", "O", "O", "H", "H", "H", "H", "H", "H", "C", "C", "C", "O", "C", "O", "O", "H", "H", "H", "H", "H", "H", "C", "C", "C", "O", "C", "O", "O", "H", "H", "H", "H", "H", "H", "C", "C", "C", "O", "C", "O", "O", "H", "H", "H", "H", "H", "H"], "coordinates": [[-6.66190, -17.51685, 17.30574], [-6.69578, -17.80162, 18.68108], [-5.66901, -18.64649, 19.14548], [-5.59880, -20.01227, 18.45023], [-5.07409, -19.95847, 17.14448], [-4.99613, -21.24643, 16.58438], [-4.58367, -21.21268, 15.10710], [-5.53508, -20.50450, 14.35857], [-5.33827, -20.62312, 12.95695], [-5.64867, -17.19711, 17.02698], [-7.30911, -16.67556, 17.06108], [-6.90409, -18.35898, 16.65478], [-5.90422, -18.90090, 20.17894], [-4.72275, -18.09646, 19.11588], [-6.65871, -20.28190, 18.30374], [-5.13754, -20.77487, 19.08706], [-5.94981, -21.77495, 16.70315], [-4.22810, -21.83682, 17.10003], [-4.44408, -22.25150, 14.79074], [-3.59289, -20.74384, 15.08604], [-5.48057, -21.64179, 12.58151], [-4.36440, -20.24186, 12.64987], [-6.20628, -20.09699, 12.56077], [-10.15550, -26.74119, 7.98626], [-8.95184, -27.45444, 8.11297], [-7.84761, -26.75012, 7.57428], [-6.64594, -27.66153, 7.74441], [-6.87264, -28.90153, 7.09571], [-6.03601, -29.93471, 7.54020], [-6.41323, -31.19045, 6.76379], [-5.89817, -31.24409, 5.46338], [-5.97436, -32.51720, 4.85909], [-10.95087, -27.13123, 8.62502], [-10.57474, -26.73958, 6.97723], [-10.06520, -25.71518, 8.36004], [-7.70383, -25.80513, 8.10879], [-8.05896, -26.51496, 6.52561], [-6.52062, -27.89321, 8.81029], [-5.68654, -27.23416, 7.43814], [-6.12183, -30.16620, 8.60507], [-4.98034, -29.76228, 7.29461], [-7.51267, -31.16047, 6.74864], [-6.19882, -32.09953, 7.33733], [-7.01894, -32.84225, 4.93279], [-5.30075, -33.20448, 5.37814], [-5.73391, -32.46041, 3.80062], [-11.43437, -22.60630, 6.07169], [-10.53113, -23.56072, 6.53820], [-9.29745, -23.55817, 5.83173], [-8.45260, -22.30507, 5.92905], [-9.02794, -21.27305, 5.11410], [-8.45661, -19.99097, 5.16303], [-7.02438, -19.85431, 4.61050], [-6.03511, -20.38530, 5.46778], [-4.77713, -20.38603, 4.83689], [-12.39052, -22.73992, 6.58849], [-11.66744, -22.61799, 5.00180], [-11.17461, -21.57346, 6.32384], [-9.48505, -23.76321, 4.77189], [-8.68128, -24.38763, 6.17782], [-7.44346, -22.44982, 5.53701], [-8.33859, -21.92853, 6.95249], [-8.44690, -19.69538, 6.22081], [-9.05304, -19.24612, 4.63817], [-6.78986, -18.81534, 4.35234], [-7.01565, -20.42252, 3.66987], [-3.98704, -20.56185, 5.56895], [-4.57500, -19.41749, 4.36894], [-4.61198, -21.18581, 4.10650], [-3.33167, -23.95988, 11.68338], [-1.86154, -24.20409, 11.59741], [-1.51308, -23.99976, 10.23017], [-0.25993, -23.91833, 9.82381], [0.68711, -23.88914, 10.54746], [-0.17511, -23.72331, 8.30138], [0.77953, -24.47086, 7.76549], [-1.35595, -23.94072, 7.72941], [0.15729, -22.44677, 8.05232], [-3.59453, -22.95071, 11.35852], [-3.74878, -24.00290, 12.69191], [-3.89747, -24.68139, 11.09144], [-1.55274, -25.19110, 11.93919], [-1.38846, -23.44041, 12.22002], [-3.74733, -25.16220, 0.77311], [-3.19537, -24.07999, 1.73314], [-4.04849, -24.08626, 2.87358], [-3.62096, -24.64681, 3.98624], [-2.64679, -25.32286, 4.12400], [-4.50453, -24.43466, 5.23607], [-4.40371, -25.45843, 6.05865], [-4.05791, -23.33347, 5.87661], [-5.79334, -24.23067, 4.94644], [-3.40421, -25.08310, -0.25705], [-4.82640, -25.22994, 0.89051], [-3.33980, -26.12502, 1.09421], [-3.26948, -23.11106, 1.24698], [-2.16948, -24.36357, 1.95498], [-13.37005, -19.55671, 5.60773], [-12.26464, -18.52194, 5.40716], [-12.05262, -17.80552, 6.61434], [-11.33033, -18.31713, 7.60498], [-10.72302, -19.34451, 7.55378], [-11.35525, -17.54268, 8.90419], [-11.81936, -18.29068, 9.90344], [-10.07968, -17.24389, 9.20895], [-12.06629, -16.41537, 8.86601], [-13.23373, -20.28716, 6.39919], [-13.62558, -20.08863, 4.68808], [-14.28882, -18.97937, 5.74729], [-12.50577, -17.80640, 4.62555], [-11.33792, -19.00645, 5.08623], [-5.89384, -26.92377, 11.41457], [-7.28945, -26.38524, 11.22598], [-8.18616, -26.89311, 12.22363], [-8.85525, -27.99651, 11.98743], [-8.68954, -28.69148, 11.02651], [-9.93494, -28.38147, 13.02740], [-10.16818, -27.44612, 13.93000], [-11.06169, -28.63149, 12.36418], [-9.57898, -29.52371, 13.61604], [-5.34829, -26.53075, 12.28107], [-5.21179, -26.67916, 10.59996], [-5.86770, -27.98993, 11.64538], [-7.62577, -26.67941, 10.23022], [-7.32568, -25.29778, 11.23948], [-7.67284, -19.61881, 9.98103], [-6.69340, -19.88123, 8.86091], [-6.41978, -21.26275, 8.57256], [-5.48769, -21.90497, 9.27672], [-4.87371, -21.38851, 10.15658], [-5.26098, -23.38208, 8.95247], [-3.96274, -23.53962, 8.69655], [-5.57983, -24.13651, 10.00521], [-5.95420, -23.76256, 7.87961], [-8.63556, -20.09396, 9.75086], [-8.03723, -18.58954, 10.01094], [-7.35605, -19.90400, 10.98056], [-5.75115, -19.35647, 9.04086], [-7.01133, -19.44305, 7.91624], [-10.58935, -14.62977, 13.46037], [-9.08050, -14.64274, 13.29175], [-8.30959, -15.59715, 14.20785], [-7.80564, -16.58295, 13.30806], [-7.88613, -16.13564, 12.04201], [-7.38396, -16.62612, 11.07965], [-8.69149, -15.06019, 11.99987], [-11.03441, -14.05859, 12.64872], [-10.89843, -14.25381, 14.43487], [-10.93374, -15.66806, 13.45354], [-8.64548, -13.65946, 13.49250], [-9.01880, -16.11365, 14.85765], [-7.56646, -15.06241, 14.79528], [-11.77179, -21.27861, 10.68114], [-11.06678, -22.50853, 11.18156], [-10.62784, -23.48542, 10.09444], [-9.23975, -23.68422, 10.26079], [-8.76506, -22.91560, 11.23008], [-7.67165, -23.03153, 11.67910], [-9.79315, -22.12855, 11.70294], [-11.10878, -20.61278, 10.13021], [-12.23639, -20.63151, 11.43152], [-12.65910, -21.49921, 10.07978], [-11.69744, -23.08642, 11.86021], [-10.93311, -23.17093, 9.09699], [-11.09671, -24.44752, 10.30342], [-8.74729, -21.57426, 14.90851], [-8.66638, -20.07060, 14.84663], [-9.03639, -19.54470, 13.44565], [-10.08732, -18.58827, 13.65424], [-10.49926, -18.70609, 14.93411], [-11.43578, -18.09815, 15.36450], [-9.75824, -19.55266, 15.62223], [-8.02513, -22.03876, 14.23363], [-9.74217, -21.92907, 14.64229], [-8.50693, -21.92555, 15.91404], [-7.72169, -19.63488, 15.16443], [-9.41902, -20.32717, 12.79273], [-8.08257, -19.13904, 13.10964], [-2.45803, -18.96628, 9.32958], [-1.34075, -18.61554, 8.35211], [-0.52074, -17.36765, 8.71241], [0.79185, -17.89997, 8.85378], [0.82727, -19.23092, 8.80981], [1.78437, -19.92508, 8.94430], [-0.41479, -19.69985, 8.53196], [-2.17275, -18.76178, 10.36497], [-2.64211, -20.04101, 9.35740], [-3.41014, -18.47716, 9.11665], [-1.74395, -18.49710, 7.34535], [-0.82467, -16.91720, 9.65719], [-0.47596, -16.63292, 7.91182], [-6.72672, -16.05276, 7.83747], [-8.02122, -15.27000, 7.87944], [-8.32523, -14.45680, 9.16269], [-8.40722, -13.10715, 8.71427], [-8.02610, -13.01453, 7.43712], [-7.84626, -12.01253, 6.82060], [-8.02247, -14.24304, 6.87854], [-6.78398, -16.90797, 8.51625], [-5.86457, -15.44879, 8.11583], [-6.61593, -16.50765, 6.85238], [-8.85251, -15.90861, 7.58047], [-7.53578, -14.54039, 9.90815], [-9.27655, -14.73954, 9.60889]], "forces_ev_per_angstrom": [[0.9, 0.4, -0.5], [-0.7, -0.2, 0.1], [0.3, -0.5, -0.3], [-1.4, 0.6, -0.3], [0.8, 0.0, -0.1], [0.2, -0.3, -0.6], [0.0, 0.4, 1.3], [0.3, -0.5, 0.0], [-0.9, -0.2, 0.3], [0.0, -0.1, -0.1], [-0.3, -0.1, 0.4], [-0.1, -0.1, 0.2], [0.0, 0.3, 0.1], [0.2, -0.2, -0.1], [0.0, -0.3, 0.5], [0.3, 0.1, -0.1], [-0.1, 0.0, -0.1], [0.0, -0.1, 0.1], [-0.3, -0.1, -0.2], [0.0, 0.2, -0.3], [0.3, -0.2, 0.3], [-0.1, 0.2, -0.2], [0.6, 0.4, -0.4], [-0.5, 0.4, 0.5], [-0.3, 0.2, 0.2], [-0.2, -0.7, -0.1], [0.2, -0.7, 0.6], [-0.1, 0.5, -0.1], [0.7, -1.0, -1.2], [-1.3, -0.2, 0.6], [0.7, 0.7, -0.3], [-0.7, 0.3, 0.6], [0.4, -0.7, 0.1], [0.3, 0.1, -0.2], [0.3, 0.2, -0.4], [0.2, 0.1, 0.1], [0.2, -0.1, -0.2], [-0.2, 0.2, 0.1], [-0.2, 0.3, -0.3], [-0.2, 0.3, 0.2], [0.1, 0.4, 0.2], [-0.1, -0.1, -0.3], [0.6, 0.0, 0.0], [0.1, -0.5, 0.0], [-0.1, -0.2, -0.1], [0.2, 0.3, 0.1], [-1.3, 1.1, 0.4], [0.7, -0.1, -0.1], [0.3, 0.1, -0.4], [0.2, 1.1, -0.3], [-0.7, 0.1, -0.9], [1.4, 0.0, 1.4], [-0.6, -0.8, -0.6], [-0.1, 0.0, 0.1], [0.8, 0.1, 0.2], [0.1, -0.5, 0.0], [0.4, -0.4, -0.1], [0.5, -0.1, -0.1], [-0.1, 0.1, -0.1], [-0.2, 0.0, 0.4], [0.0, -0.6, 0.2], [-0.2, -0.2, 0.1], [0.1, 0.3, 0.0], [-0.4, -0.4, -0.2], [-0.1, 0.1, 0.2], [0.1, 0.1, -0.1], [-0.3, 0.1, 0.3], [0.0, 0.0, -0.1], [-0.6, 0.0, -0.2], [-1.1, -0.2, 0.0], [0.3, 0.8, 0.9], [-0.6, -0.3, -1.0], [-0.1, 0.3, 1.2], [0.6, -0.2, -0.1], [0.1, 1.0, 0.1], [-0.2, -0.5, -0.1], [0.1, -0.4, -0.4], [-0.1, 0.0, 0.1], [0.2, -0.2, -0.3], [0.4, -0.3, 0.2], [0.3, 0.1, 0.2], [0.1, 0.0, -0.2], [0.5, -0.2, -0.1], [0.6, -0.5, 0.8], [-0.2, -1.3, -1.8], [-0.4, 1.0, 0.8], [0.3, -1.0, 0.2], [0.5, 0.1, -0.2], [-0.1, 0.9, -0.3], [0.0, -0.2, 0.1], [0.0, -0.1, -0.1], [-0.1, -0.1, -0.1], [-0.3, 0.5, 0.0], [-0.1, 0.2, -0.5], [-0.2, 0.0, 0.2], [0.0, 0.2, 0.4], [0.0, 0.5, 0.5], [-1.0, 0.9, -0.8], [0.6, -1.8, -0.5], [0.0, 1.3, 1.2], [-0.7, -1.0, -1.6], [0.4, -0.4, 0.1], [0.2, 0.9, 0.7], [-0.2, -0.2, -0.1], [0.0, 0.2, 0.0], [0.2, -0.1, -0.1], [0.3, 0.2, 0.1], [0.6, -0.1, -0.1], [0.0, -0.2, 0.6], [-0.2, 0.2, 0.3], [0.1, 0.0, 0.3], [1.1, -0.1, 1.2], [0.5, -0.2, -1.1], [-0.5, 1.0, 1.2], [0.5, -0.3, -1.2], [-0.2, -0.4, 0.1], [0.4, -0.2, -0.8], [0.0, 0.2, 0.4], [-0.4, 0.2, -0.1], [0.2, 0.1, 0.5], [-0.5, 0.5, 0.1], [-0.4, -0.2, -0.4], [-0.3, -0.2, -0.6], [-0.4, -0.2, 0.2], [-0.1, -0.1, 0.5], [-1.4, -0.3, -0.4], [0.9, 1.2, 0.1], [-0.2, -1.3, -0.3], [-1.1, 1.5, 0.3], [0.8, 0.1, 0.6], [0.2, 0.5, -0.6], [-0.1, -0.2, 0.0], [-0.5, 0.0, -0.6], [-0.2, -0.3, 0.2], [0.2, -0.6, 0.1], [0.8, 0.2, -0.1], [0.2, -0.1, -0.2], [0.1, -0.3, 0.3], [-0.4, -0.4, 0.0], [0.4, -0.8, -0.1], [0.2, 0.9, 1.3], [-1.5, -0.5, 0.1], [1.1, 0.0, 0.0], [-0.7, 0.2, 0.5], [0.2, -0.2, 0.1], [0.1, 0.1, -0.7], [-0.2, 0.0, 0.1], [0.2, 0.3, -0.1], [-0.2, 0.0, -0.3], [-0.3, 0.2, -0.5], [0.2, 0.0, 0.2], [0.4, -0.4, -0.2], [-0.9, 0.9, 0.0], [0.2, 0.1, -0.9], [-1.4, -0.8, -0.2], [0.3, -0.1, -1.0], [-1.6, -0.4, 0.7], [0.3, 1.0, 0.1], [1.1, 0.0, 1.0], [0.1, -0.3, -0.3], [0.5, -0.3, 0.6], [0.3, -0.4, -0.4], [0.4, 0.4, 0.7], [0.6, 0.1, -0.2], [0.0, -0.1, -0.3], [0.8, -0.3, 0.4], [-1.3, -0.4, -0.9], [0.8, -0.5, 0.3], [0.9, -0.2, -0.1], [-0.9, 0.8, -0.1], [0.1, 0.0, 0.0], [0.3, -0.1, 1.0], [0.0, 0.1, -0.1], [0.0, 0.2, 0.0], [-0.1, 0.0, 0.0], [-0.1, -0.2, 0.3], [0.2, 0.2, 0.0], [-0.6, 0.7, -0.8], [-0.4, 0.0, 0.3], [-0.8, -0.2, 1.3], [0.2, -0.6, -0.1], [0.9, 0.9, 0.4], [-0.3, -0.8, -0.5], [-0.2, 0.4, 0.2], [0.2, 0.3, -0.8], [0.1, 0.4, -0.1], [0.0, 0.0, -0.5], [0.1, 0.2, 0.0], [0.4, -0.7, -0.2], [0.0, 0.1, -0.1], [-0.2, 0.1, 0.1], [-0.3, -0.5, 0.2], [-0.4, 0.3, -0.1], [0.0, -0.6, -0.2], [0.4, 0.4, 0.5], [-0.8, -0.1, -0.8], [0.1, 0.1, 0.3], [0.8, 0.0, -0.3], [-0.1, 0.2, 0.3], [0.0, 0.0, -0.1], [0.2, 0.3, -0.1], [0.0, -0.1, 0.3], [-0.1, 0.0, -0.2], [0.1, 0.1, 0.0]], "e_homo_ha": -0.3464, "total_energy_ev": -172093.4613, "gap_ha": 0.3527}